# 1
# H6N2

A cluster of 2 separate species, H6N2 in total (wB97M-V/def2-TZVPD, OMol25).

Its SMILES is N.N. The calculation puts the HOMO energy at -10.23 eV. The LUMO energy is 0.033 Eh. The calculation puts the energy relative to the best compared isomer or geometry (same formula, charge and spin) at 0.1604 eV. The HOMO-LUMO gap is 11.1 eV.

Positions of all 8 atoms, in Å:
1 N 3.7995 9.4963 -0.8108
2 H 3.7672 9.0031 0.0872
3 H 4.1042 8.8155 -1.5138
4 H 2.8353 9.7542 -1.0439
5 N 4.5205 6.1911 0.1117
6 H 4.2455 7.1776 0.1553
7 H 4.2482 5.8466 -0.8144
8 H 5.5444 6.1653 0.1501

# 2
# C2H3N3O3S

An isolated molecule of C2H3N3O3S in a non-equilibrium geometry (wB97M-V/def2-TZVPD, OMol25).

Its SMILES is N#C/C=[N+](/[O-])S(N)(=O)=O. The calculation puts the HOMO energy at -9.94 eV. The LUMO energy is -0.030 Eh. The calculation puts the energy relative to the best compared isomer or geometry (same formula, charge and spin) at 2.5727 eV. The HOMO-LUMO gap is 9.1 eV.

Positions of all 12 atoms, in Å:
1 N 3.4072 0.0918 -0.0794
2 C 2.4033 -0.4236 0.0628
3 C 1.3439 -1.2887 0.2409
4 N 0.0899 -0.8110 0.1928
5 O -0.9028 -1.5196 0.3435
6 S -0.5014 1.0199 -0.2047
7 N -2.1434 0.8936 -0.0874
8 O -0.0520 1.4662 -1.4590
9 O 0.0030 1.7473 0.9066
10 H 1.4830 -2.2489 0.5107
11 H -2.7289 0.9628 -0.8941
12 H -2.4017 0.1103 0.4673

# 3
# CHN2O2P

A cluster of 2 separate species, CHN2O2P in total in a non-equilibrium geometry (wB97M-V/def2-TZVPD, OMol25).

The calculation puts the HOMO energy (alpha / beta) at -11.17 / -10.54 eV. The LUMO energy (alpha / beta) is -0.106 / -0.075 Eh. The calculation puts the energy relative to the best compared isomer or geometry (same formula, charge and spin) at 2.8485 eV. The HOMO-LUMO gap (alpha / beta) is 8.3 / 8.5 eV.

Positions of all 7 atoms, in Å:
1 C 0.0051 -1.5417 -0.1185
2 N 0.0936 -2.5001 0.5039
3 N 0.5983 1.0155 0.1143
4 O 0.2329 0.8991 1.2500
5 O 1.3619 1.8352 -0.3367
6 P -0.0878 -0.1337 -1.1782
7 H -2.2040 0.4258 -0.2348